8 unconnected molecules or ions with the total composition C44H101BN7O21, computed with ωB97M-V/def2-TZVPD.

Geometry as XYZ:
```
174
Properties=species:S:1:pos:R:3
O -0.7143 -1.3987 5.2889
C -0.5056 -1.4867 4.0254
O 0.2208 -0.6229 3.3574
B 0.2364 -1.0819 1.9132
O -0.5900 -2.3111 1.9058
C -1.0722 -2.6203 3.0942
O -1.5711 -3.6452 3.4509
O 1.5778 -1.1677 1.2934
C 1.6366 -0.4096 0.1730
O 2.5535 -0.2590 -0.5883
C 0.2582 0.2972 0.1291
O -0.4863 -0.1046 1.1196
O -0.1438 0.9819 -0.8283
C -7.9688 -0.7498 -10.5549
O -7.1612 -1.1233 -9.4254
C -7.8123 -1.0801 -8.0958
C -6.7247 -1.1327 -6.9597
N -5.7571 -2.1876 -7.2840
C -4.4310 -1.6923 -7.0173
C -4.0387 -1.6548 -5.5336
O -4.7607 -2.5633 -4.7576
C -4.5428 -2.5226 -3.3860
H -7.9713 0.3368 -10.6406
H -8.9105 -1.2783 -10.7027
H -7.4614 -1.1090 -11.4502
H -8.4460 -1.9633 -8.1771
H -8.2877 -0.0992 -8.0856
H -7.2715 -1.2545 -6.0247
H -6.3283 -0.1192 -7.0218
H -5.7672 -2.1268 -8.2921
H -4.2495 -0.7123 -7.4587
H -3.6869 -2.3206 -7.5068
H -4.3686 -0.6447 -5.2907
H -2.9525 -1.6380 -5.4440
H -5.1734 -3.1984 -2.8083
H -4.6943 -1.5470 -2.9239
H -3.5710 -2.8940 -3.0609
C 1.9203 6.5843 -0.6084
O 2.2758 7.4019 -1.6958
C 3.5122 7.1079 -2.3556
C 3.5776 8.0495 -3.6130
N 4.9321 8.0848 -4.1893
C 5.2496 9.2311 -4.9377
C 6.8350 9.3936 -5.2187
O 7.3910 9.8972 -3.9441
C 8.7267 9.4195 -3.6382
H 0.9065 6.2661 -0.8515
H 2.0957 6.9848 0.3901
H 2.3286 5.5800 -0.7225
H 3.5289 6.0701 -2.6881
H 4.3664 7.3590 -1.7268
H 3.1428 9.0345 -3.4431
H 2.8757 7.5990 -4.3148
H 5.5803 7.6648 -3.5384
H 5.0409 10.0846 -4.2926
H 4.5595 9.3362 -5.7748
H 7.0703 9.9120 -6.1483
H 7.3069 8.4410 -5.4597
H 8.6769 8.7371 -2.7897
H 9.4452 10.1732 -3.3159
H 9.1781 8.9654 -4.5203
C -4.3286 -10.2167 5.1762
O -5.1455 -9.2788 4.5984
C -5.9683 -8.6210 5.5438
C -6.8438 -7.5668 4.8400
N -6.3160 -6.2460 4.5742
C -6.3127 -5.5282 5.8366
C -7.0830 -4.2045 5.6338
O -7.3800 -3.4628 6.8444
C -6.5092 -2.3204 7.0083
H -3.6447 -10.5531 4.3970
H -4.8751 -11.0940 5.5223
H -3.8854 -9.7891 6.0756
H -5.2745 -8.2769 6.3109
H -6.6296 -9.3795 5.9627
H -7.7883 -7.5263 5.3826
H -7.1110 -8.0197 3.8852
H -5.3830 -6.3860 4.2134
H -5.2917 -5.5096 6.2179
H -6.8839 -5.9423 6.6675
H -7.9436 -4.3369 4.9780
H -6.3893 -3.7125 4.9519
H -6.6927 -1.5646 6.2447
H -5.4934 -2.6500 6.7901
H -6.5653 -1.8592 7.9943
C -6.8333 8.4454 3.2137
O -5.9730 7.3315 3.1840
C -6.3037 6.3196 2.1949
C -5.1918 5.2841 2.1022
N -4.9295 4.6253 3.4227
C -3.4989 4.1174 3.6152
C -3.2946 3.7668 5.0251
O -3.3972 4.8787 5.8828
C -2.2884 5.6867 5.9558
H -7.7884 8.0641 3.5750
H -7.1473 8.8522 2.2524
H -6.6121 9.1824 3.9857
H -6.5804 6.6978 1.2108
H -7.1930 5.7864 2.5308
H -4.2679 5.7949 1.8308
H -5.3644 4.4698 1.3985
H -5.2668 5.3018 4.0926
H -2.8416 4.9247 3.2922
H -3.2168 3.3133 2.9356
H -2.3322 3.2581 5.0804
H -4.0136 3.0334 5.3903
H -1.5008 5.1115 6.4426
H -2.6510 6.5070 6.5752
H -1.8125 6.0333 5.0384
C -1.9525 -8.4987 -0.4398
O -1.1776 -7.9150 -1.4817
C 0.1564 -7.6361 -1.0646
C 0.7895 -7.0558 -2.3848
N 0.4818 -7.8799 -3.5938
C 1.0354 -7.2632 -4.7945
C 2.5895 -7.2729 -4.7297
O 2.8266 -8.6399 -4.6877
C 3.2955 -9.3878 -5.7637
H -1.8572 -9.5805 -0.3458
H -2.9670 -8.1981 -0.7014
H -1.7440 -8.1201 0.5608
H 0.7438 -8.5331 -0.8682
H 0.1657 -7.0093 -0.1729
H 1.8481 -6.9239 -2.1613
H 0.3840 -6.0455 -2.4405
H 1.1259 -8.6524 -3.5021
H 0.6503 -6.2436 -4.7763
H 0.8023 -7.7576 -5.7375
H 2.9342 -6.8509 -3.7856
H 3.0442 -6.7572 -5.5756
H 4.3361 -9.1416 -5.9749
H 2.6046 -9.2608 -6.5972
H 3.4156 -10.4165 -5.4238
C 8.5476 1.7611 -7.4001
O 8.3762 2.2509 -6.1087
C 9.2305 1.8398 -5.1578
C 9.2116 2.8733 -4.0378
N 7.9755 2.8657 -3.2395
C 7.9225 1.6581 -2.4100
C 7.7500 2.1669 -0.9278
O 8.4023 1.3467 0.0563
C 7.8513 -0.0283 0.1556
H 9.5745 1.7758 -7.7653
H 7.9446 2.2647 -8.1557
H 8.3150 0.7061 -7.5450
H 10.1672 1.4629 -5.5685
H 8.7006 0.9300 -4.8757
H 9.3915 3.8417 -4.5047
H 10.0333 2.7645 -3.3299
H 7.1878 3.0592 -3.8413
H 8.8572 1.1185 -2.2576
H 7.1745 0.9407 -2.7476
H 6.7188 2.4504 -0.7171
H 8.2651 3.1213 -0.8187
H 6.8402 -0.0301 0.5627
H 8.5257 -0.6448 0.7500
H 7.6215 -0.5172 -0.7910
C 1.8725 -0.1812 10.2672
C 3.2037 0.4551 9.9597
C 3.0102 1.3277 8.7015
O 4.2281 2.0243 8.1800
C 4.0238 2.3650 6.7966
N 3.3530 1.3572 11.0961
H 1.1896 0.6021 10.5961
H 2.0178 -0.9552 11.0208
H 1.6528 -0.7551 9.3670
H 4.0582 -0.1970 9.7789
H 2.2879 2.0606 9.0612
H 2.6056 0.7324 7.8829
H 4.9497 2.8449 6.4797
H 3.1693 2.9790 6.5120
H 3.9252 1.4977 6.1438
H 2.5820 2.0084 11.1350
H 4.2065 1.8812 11.2270
```

Output
Net charge ... -1
HOMO ... -6.87 eV
Largest force on an atom ... 5.96 eV/Å
LUMO level ... 0.068 hartree


6 unconnected molecules or ions with the total composition C38H81N3O6PS6, computed with ωB97M-V/def2-TZVPD.

Geometry as XYZ:
```
135
Properties=species:S:1:pos:R:3
C 5.5803 2.9344 4.6621
C 4.2534 3.6864 5.3464
C 3.1152 2.5199 5.5133
C 2.0287 2.4176 4.2931
C 2.6154 2.7392 2.7983
C 3.3044 1.4094 2.0529
C 2.9513 1.6230 0.4319
C 3.4418 0.3764 -0.5118
C 2.9294 0.7227 -2.0505
C 1.3012 0.6783 -2.2405
C 0.8092 1.1788 -3.7587
C -0.2768 2.4282 -3.5355
C -1.6985 1.9053 -2.8418
C -2.0416 2.7404 -1.4383
C -3.0713 1.9446 -0.4405
C -4.6782 1.7587 -0.8074
C -5.4044 2.3646 -2.1646
C -6.3945 3.6170 -1.6786
O -5.8284 4.2794 -0.4910
C -6.8712 4.6122 0.4929
C -7.7672 5.9405 0.0593
C -5.6028 0.9078 0.2661
C -7.1986 0.5673 0.0752
C -7.3611 -1.0496 -0.1697
C -6.2140 -1.7218 -1.1293
C -7.4247 -1.9381 1.2241
C -4.8926 0.3367 1.6604
N -3.4171 0.5384 1.9597
P -2.8377 -0.1786 3.5274
N -3.2525 0.9063 4.6724
C -2.5262 1.2814 0.9853
N -1.0377 1.3781 1.3817
C -0.5330 0.1587 0.9122
S 0.4008 -1.2575 0.7008
H 5.4501 2.9326 3.4855
H 5.5807 1.7929 4.9998
H 6.5990 3.3935 5.0196
H 4.5501 4.2250 6.3654
H 3.8731 4.5636 4.6374
H 3.5623 1.4396 5.7569
H 2.4911 2.8043 6.4906
H 1.5703 1.3163 4.3307
H 1.1273 3.1390 4.5158
H 3.3107 3.6805 2.7246
H 1.6662 2.9910 2.1189
H 2.8000 0.4398 2.4804
H 4.4682 1.3797 2.2357
H 1.7644 1.6521 0.3876
H 3.3155 2.6700 0.0553
H 4.6325 0.3898 -0.5242
H 3.1292 -0.6870 -0.1369
H 3.4331 1.7414 -2.3634
H 3.3952 -0.1162 -2.7606
H 0.6939 1.3376 -1.4871
H 0.8903 -0.4342 -2.1021
H 0.2827 0.3184 -4.3690
H 1.7543 1.6029 -4.3075
H -0.4396 2.9201 -4.5867
H 0.1487 3.2394 -2.7784
H -1.7451 0.7458 -2.6922
H -2.5679 2.1813 -3.6067
H -1.0002 2.8565 -0.8718
H -2.4026 3.8346 -1.6827
H -5.9977 1.5417 -2.7721
H -4.5605 2.8766 -2.8117
H -7.4866 3.2585 -1.4232
H -6.5029 4.4053 -2.5627
H -6.3066 4.9177 1.4927
H -7.5844 3.7134 0.7725
H -7.5833 6.8432 0.8147
H -7.4956 6.3048 -1.0442
H -8.8976 5.6151 0.0934
H -7.7235 1.1943 -0.7640
H -7.7297 0.8072 1.1027
H -8.4044 -1.2276 -0.7138
H -6.2645 -1.2764 -2.2327
H -6.4982 -2.8658 -1.2457
H -5.1241 -1.6878 -0.7044
H -7.9135 -1.3633 2.1210
H -8.0273 -2.9347 0.9638
H -6.3076 -2.2888 1.4466
H -5.5625 -0.2442 2.4394
H -3.5588 -1.4330 3.7669
H -1.3980 -0.4071 3.5197
H -3.9258 0.4466 5.3359
C 2.2761 -6.2400 2.5466
S 3.1652 -5.0079 1.5652
O 4.6212 -5.1208 1.9111
C 2.5107 -3.5627 2.4334
H 2.5652 -7.2347 2.1987
H 2.5364 -6.1366 3.6026
H 1.2001 -6.1091 2.4104
H 2.7567 -3.6217 3.4965
H 1.4272 -3.5165 2.3010
H 2.9650 -2.6649 2.0060
C -0.2761 -9.5592 0.5416
S -1.3451 -9.2107 1.9585
O -1.1885 -7.7565 2.2948
C -0.3805 -10.1541 3.1629
H -0.6718 -9.0314 -0.3294
H 0.7396 -9.2117 0.7443
H -0.2726 -10.6332 0.3414
H 0.6418 -9.7704 3.2066
H -0.3735 -11.2092 2.8798
H -0.8495 -10.0470 4.1447
C 4.2908 6.8825 8.5691
S 4.2143 7.6588 6.9372
O 4.2977 6.5650 5.9130
C 5.8395 8.4476 7.0239
H 3.3803 6.2968 8.7175
H 5.1592 6.2225 8.6296
H 4.3519 7.6550 9.3393
H 6.6141 7.6924 7.1781
H 5.8518 9.1705 7.8429
H 6.0242 8.9681 6.0804
C 2.7239 -0.9145 -8.9776
S 1.6549 -0.5660 -7.5607
O 1.8115 0.8883 -7.2245
C 2.6195 -1.5093 -6.3564
H 2.3282 -0.3867 -9.8486
H 3.7396 -0.5670 -8.7750
H 2.7274 -1.9885 -9.1779
H 3.6418 -1.1257 -6.3127
H 2.6265 -2.5645 -6.6395
H 2.1505 -1.4023 -5.3746
C 4.3880 -5.8026 -10.5551
S 3.3666 -5.4644 -9.1011
O 3.0489 -3.9976 -9.1043
C 4.6742 -5.7347 -7.8813
H 3.7777 -5.6554 -11.4494
H 5.2396 -5.1188 -10.5819
H 4.7379 -6.8371 -10.5238
H 5.5086 -5.0549 -8.0703
H 5.0152 -6.7713 -7.9346
H 4.2669 -5.5396 -6.8856
```

Output
Net charge ... +1
HOMO ... -9.86 eV
Largest force on an atom ... 7.93 eV/Å
LUMO level ... -0.157 hartree